Computed, not measured: a molecular structure, C31H35F9N4OP2Pd in a non-equilibrium geometry, with ωB97M-V with the def2-TZVPD basis set.

Geometry (Å):
Pd -1.492 2.964 1.390
C -2.726 0.101 3.351
C -1.584 0.652 2.891
C -0.650 -0.144 1.990
C -0.663 0.168 0.502
C -1.982 0.780 0.024
C -3.197 0.221 0.314
C -3.368 -1.005 1.101
C -3.581 -0.845 2.645
C -3.142 3.542 0.444
H -3.066 0.382 4.334
H -1.046 1.369 3.538
H -0.815 -1.217 2.158
H 0.368 0.073 2.342
H 0.132 0.895 0.273
H -0.412 -0.713 -0.110
H -1.867 1.378 -0.884
H -4.115 0.686 -0.061
H -2.521 -1.690 0.914
H -4.292 -1.486 0.754
H -4.613 -0.537 2.847
H -3.478 -1.856 3.054
H -3.520 4.511 0.847
H -3.972 2.808 0.300
H -2.655 3.752 -0.540
P 1.537 -0.455 -2.974
P 3.340 -0.767 -0.212
N 0.464 -1.395 -3.992
N 2.421 0.286 -4.422
N 2.827 -2.407 0.298
N 4.894 -0.875 0.603
C 2.778 -1.839 -2.802
C 3.922 -1.445 -1.865
C -0.896 -1.116 -4.076
C -1.466 -1.950 -5.030
C -0.403 -2.728 -5.599
C 0.766 -2.367 -4.951
C 2.528 1.664 -4.616
C 3.294 1.928 -5.759
C 3.659 0.657 -6.318
C 3.118 -0.317 -5.472
C 1.665 -2.498 1.060
C 1.282 -3.831 1.145
C 2.274 -4.605 0.461
C 3.193 -3.706 -0.073
C 5.727 -1.982 0.819
C 6.914 -1.550 1.387
C 6.837 -0.121 1.502
C 5.599 0.269 1.003
H 3.213 -2.035 -3.787
H 2.277 -2.768 -2.485
H 4.573 -2.313 -1.714
H 4.526 -0.632 -2.322
H -1.310 -0.330 -3.443
H -2.505 -1.995 -5.282
H -0.481 -3.456 -6.390
H 1.777 -2.712 -5.100
H 2.049 2.343 -3.929
H 3.562 2.906 -6.149
H 4.237 0.472 -7.223
H 3.205 -1.380 -5.579
H 1.282 -1.593 1.528
H 0.390 -4.186 1.630
H 2.324 -5.684 0.388
H 4.096 -3.929 -0.636
H 5.407 -2.980 0.564
H 7.740 -2.184 1.680
H 7.595 0.529 1.915
H 5.142 1.237 0.893
F -4.937 1.198 5.357
C -4.539 2.497 5.542
F -5.529 3.104 6.275
F -3.425 2.455 6.296
C -4.254 3.262 4.076
O -3.117 2.900 3.588
C -5.514 2.832 3.201
F -6.670 2.638 3.923
F -5.820 3.734 2.230
F -5.284 1.664 2.548
C -4.463 4.831 4.416
F -5.780 5.156 4.675
F -3.692 5.227 5.454
F -4.095 5.553 3.325

Output
**⟨S²⟩**: 6.05
**Orbital gap (spin up / spin down)**: 6.559 / 3.248 eV
**HOMO energy (spin up / spin down)**: -12.3 / -12.3 eV
**Net charge**: +2
**Strongest force on any atom**: 5.183 eV/A
**Total energy**: -3205.02879 Ha
**2S+1**: 5